(1)
The following is a quantum chemistry calculation of an isolated ion of composition C2H3N2O and charge +1 at a distorted geometry, from OMol25.

Geometry as XYZ:
```
8
C2H3N2O | OMol25 | the ωB97M-V functional and the def2-TZVPD basis
H 0.11940 1.79355 0.07127
N 1.00600 1.32552 0.12988
C 1.04531 0.12021 -0.03781
C -0.24885 -0.83377 0.16224
N -1.32535 -0.31415 0.07873
O -2.16434 0.43703 0.04365
H 1.73492 -0.62213 -0.37363
H -0.16708 -1.90628 -0.07434
```

Its spin multiplicity is 1. As for the SMILES: [H]/N=C\C=[N+]=O. The calculation puts the energy above the lowest of the compared OMol25 structures with the same formula, charge and spin at 487.71 kJ/mol. Its charge is +1.

=====

(2)
The following is a quantum chemistry calculation of an isolated ion of composition C2H3N2O2 and charge +1 at a distorted geometry, from OMol25.

Geometry as XYZ:
```
9
C2H3N2O2 | OMol25 | the ωB97M-V functional and the def2-TZVPD basis
O 2.60415 0.51664 -1.13606
N 1.73410 0.15922 -0.43734
C 0.31386 0.22222 -0.44814
C 0.38666 -0.57675 0.83263
N 1.71651 -0.48053 0.79513
O 2.83410 -1.02658 1.42481
H -0.19907 -0.26048 -1.34610
H -0.24882 1.36504 -0.31493
H -0.23050 -0.75707 1.81358
```

Its spin multiplicity is 1. As for the SMILES: O=[N+]1CC=[N+]1[O-]. The calculation puts the energy above the lowest of the compared OMol25 structures with the same formula, charge and spin at 874.73 kJ/mol. Its charge is +1.

=====

(3)
The following is a quantum chemistry calculation of a 2-piece molecular cluster, C2H3N2O2 overall at a distorted geometry, from OMol25.

Geometry as XYZ:
```
9
C2H3N2O2 | OMol25 | the ωB97M-V functional and the def2-TZVPD basis
C -1.06816 1.16377 0.20508
C 1.31386 -0.50688 0.30652
N -1.48844 0.43642 -0.64484
N 0.45238 -1.31827 0.00834
O -0.48751 1.75404 1.00327
O -0.19516 -2.19069 -0.28428
H 1.00666 0.42413 0.84907
H 2.38360 -0.53157 0.06179
H -1.91723 0.76905 -1.50495
```

Its spin multiplicity is 1. The calculation puts the energy above the lowest of the compared OMol25 structures with the same formula, charge and spin at 432.89 kJ/mol. Its charge is +1.

=====

(4)
The following is a quantum chemistry calculation of a 2-piece molecular cluster, C2H3N2O2 overall at a distorted geometry, from OMol25.

Geometry as XYZ:
```
9
C2H3N2O2 | OMol25 | the ωB97M-V functional and the def2-TZVPD basis
C -0.50498 0.09718 -0.18947
C 0.68890 0.04157 -0.09008
N -3.09443 -0.01450 0.03598
N 2.11864 -0.00987 0.01669
O -3.35239 1.08223 0.06138
O -3.24605 -1.13122 0.04151
H 2.48399 -0.71092 -0.64045
H 2.38543 -0.26442 0.97603
H 2.52088 0.90993 -0.21160
```

Its spin multiplicity is 1. The calculation puts the energy above the lowest of the compared OMol25 structures with the same formula, charge and spin at 830.77 kJ/mol. Its charge is +1.

=====

(5)
The following is a quantum chemistry calculation of an isolated ion of composition C2H3N2O2S and charge -1 at a distorted geometry, from OMol25.

Geometry as XYZ:
```
10
C2H3N2O2S | OMol25 | the ωB97M-V functional and the def2-TZVPD basis
C -1.84433 0.58086 -0.23700
C 1.53669 -0.17175 -0.69797
N 1.08604 -0.27536 1.44246
N 0.78628 -0.26232 0.31439
O -0.67810 -0.21133 -0.39323
O -1.81571 1.77496 -0.04553
S -3.11089 -0.44354 -0.28054
H 2.56042 -0.64908 -0.56775
H 1.15292 -0.02273 -1.71354
H 0.32667 -0.31971 2.17872
```

Its spin multiplicity is 1. The calculation puts the energy above the lowest of the compared OMol25 structures with the same formula, charge and spin at 394.55 kJ/mol. Its charge is -1.

=====

(6)
The following is a quantum chemistry calculation of C2H3N2OP as an isolated structure at a distorted geometry, from OMol25.

Geometry as XYZ:
```
9
C2H3N2OP | OMol25 | the ωB97M-V functional and the def2-TZVPD basis
C -0.97630 -0.42831 0.05402
C -0.52810 0.79326 0.61224
N -0.59465 -1.07061 -1.06617
N 0.53204 -0.64182 -1.42409
O 1.88802 0.38095 0.55885
P 0.78951 1.07931 -0.41517
H -1.91144 -0.88064 0.57242
H -1.29043 1.09305 1.22371
H 2.09134 -0.32518 -0.11581
```

Its spin multiplicity is 1. The calculation puts the energy above the lowest of the compared OMol25 structures with the same formula, charge and spin at 318.34 kJ/mol.

=====

(7)
The following is a quantum chemistry calculation of C2H3N2OP as an isolated structure at a distorted geometry, from OMol25.

Geometry as XYZ:
```
9
C2H3N2OP | OMol25 | the ωB97M-V functional and the def2-TZVPD basis
C 1.18621 -1.06265 -0.49397
C -0.29599 0.47442 -0.30918
N 1.17447 -0.72668 -1.70202
N -0.09065 0.56627 -1.54986
O 0.42336 -0.37625 0.41726
P -1.40733 1.54771 0.78589
H 1.69676 -1.89708 -0.08963
H -0.44221 1.01420 1.69315
H -2.24463 0.46007 1.24836
```

Its spin multiplicity is 1. The calculation puts the energy above the lowest of the compared OMol25 structures with the same formula, charge and spin at 249.22 kJ/mol.

=====

(8)
The following is a quantum chemistry calculation of a 2-piece molecular cluster, C2H3N2OS overall at a distorted geometry, from OMol25.

Geometry as XYZ:
```
9
C2H3N2OS | OMol25 | the ωB97M-V functional and the def2-TZVPD basis
C 2.88328 2.72405 1.48463
C -0.08767 0.37863 -0.53813
N 1.92533 0.69902 0.67271
N 0.83988 1.10800 0.38737
O 2.38612 3.54143 0.81909
S 3.95092 2.27004 2.58945
H 0.10651 -0.56240 -0.96046
H -0.33546 1.09927 -1.23092
H -0.91196 0.16721 0.02406
```

Its spin multiplicity is 1. The calculation puts the energy above the lowest of the compared OMol25 structures with the same formula, charge and spin at 140.70 kJ/mol. Its charge is -1.

=====

(9)
The following is a quantum chemistry calculation of an isolated ion of composition C2H3N2S and charge +1 at a distorted geometry, from OMol25.

Geometry as XYZ:
```
8
C2H3N2S | OMol25 | the ωB97M-V functional and the def2-TZVPD basis
N -0.73420 1.23024 -2.08213
C -0.52437 0.90807 -1.00989
C -0.15344 0.45856 0.33697
N 0.51011 -0.86223 0.33317
S 0.07890 -2.02983 -0.64120
H 0.71896 1.02587 0.88129
H -1.03692 0.18473 1.02790
H 1.14097 -0.91541 1.15388
```

Its spin multiplicity is 1. As for the SMILES: N#CC[NH+]=S. The calculation puts the energy above the lowest of the compared OMol25 structures with the same formula, charge and spin at 46.79 kJ/mol. Its charge is +1.

=====

(10)
The following is a quantum chemistry calculation of an isolated ion of composition C2H3N2S2 and charge +1 at a distorted geometry, from OMol25.

Geometry as XYZ:
```
9
C2H3N2S2 | OMol25 | the ωB97M-V functional and the def2-TZVPD basis
C 0.70316 0.27495 0.19001
C -1.68982 0.50031 -0.25230
N -0.53338 0.31372 -0.60604
N 1.11926 -1.04740 0.29908
S -2.95474 0.95957 0.41514
S 1.41865 1.70484 0.53127
H -0.25201 0.26918 -1.57537
H 0.43286 -1.61582 -0.01943
H 1.75601 -1.35934 1.01763
```

Its spin multiplicity is 1. The calculation puts the energy above the lowest of the compared OMol25 structures with the same formula, charge and spin at 143.48 kJ/mol. Its charge is +1.

=====

(11)
The following is a quantum chemistry calculation of a 2-piece molecular cluster, C2H3N2S2 overall at a distorted geometry, from OMol25.

Geometry as XYZ:
```
9
C2H3N2S2 | OMol25 | the ωB97M-V functional and the def2-TZVPD basis
C 1.81499 0.56325 0.01950
C -1.89652 -0.99948 0.11136
N -1.05368 -1.85864 -0.08775
N 1.03905 1.52291 -0.11580
S -2.57394 0.35043 0.35229
S 2.87391 -0.53478 0.22936
H -1.41868 -2.80655 -0.25148
H 1.16790 2.50665 -0.16796
H 0.04696 1.25621 -0.08949
```

Its spin multiplicity is 1. The calculation puts the energy above the lowest of the compared OMol25 structures with the same formula, charge and spin at 125.35 kJ/mol. Its charge is +1.

=====

(12)
The following is a quantum chemistry calculation of a single C2H3N3 molecule at a distorted geometry, from OMol25.

Geometry as XYZ:
```
8
C2H3N3 | OMol25 | the ωB97M-V functional and the def2-TZVPD basis
C 1.22671 0.01758 0.30750
N 0.48404 -1.22990 0.07241
C -0.74412 -0.84326 -0.08026
N -0.76745 0.69899 -0.02796
N 0.48159 1.07464 0.25012
H 2.32240 0.16874 0.30070
H -1.67146 -1.41162 -0.31456
H -1.36946 1.50881 0.25173
```

Its spin multiplicity is 1. As for the SMILES: c1nc[nH]n1. The calculation puts the energy above the lowest of the compared OMol25 structures with the same formula, charge and spin at 106.39 kJ/mol.

=====

(13)
The following is a quantum chemistry calculation of a single C2H3N3 molecule at a distorted geometry, from OMol25.

Geometry as XYZ:
```
8
C2H3N3 | OMol25 | the ωB97M-V functional and the def2-TZVPD basis
H -1.81687 1.22845 0.00773
N -0.81105 1.31576 0.03723
C -0.40436 0.12743 -0.00083
N -1.15696 -1.03443 -0.08063
C 1.01860 -0.15024 -0.01509
N 2.14776 -0.07010 -0.01075
H -0.99553 -1.64845 0.72127
H -2.13131 -0.92175 -0.25445
```

Its spin multiplicity is 1. As for the SMILES: [H]/N=C(\N)C#N. The calculation puts the energy above the lowest of the compared OMol25 structures with the same formula, charge and spin at 65.53 kJ/mol.

=====

(14)
The following is a quantum chemistry calculation of a single C2H3N3 molecule, from OMol25.

Geometry as XYZ:
```
8
C2H3N3 | OMol25 | the ωB97M-V functional and the def2-TZVPD basis
C 0.96380 -0.28418 0.07113
C 0.06829 0.36029 0.93766
N -1.10158 0.48777 0.31956
N -0.87698 -0.06845 -0.85476
N 0.33246 -0.54783 -1.06915
H 1.99926 -0.55824 0.21326
H 0.20866 0.72552 1.94447
H -1.59391 -0.11487 -1.56217
```

Its spin multiplicity is 1. As for the SMILES: c1cn[nH]n1. The calculation puts the energy above the lowest of the compared OMol25 structures with the same formula, charge and spin at 55.41 kJ/mol.

=====

(15)
The following is a quantum chemistry calculation of a 2-piece molecular cluster, C2H3N3O overall at a distorted geometry, from OMol25.

Geometry as XYZ:
```
9
C2H3N3O | OMol25 | the ωB97M-V functional and the def2-TZVPD basis
C 2.70744 0.24910 -0.09154
C -0.88300 0.46439 0.14020
N 3.54278 -0.04939 0.65952
N 1.86442 0.46613 -0.99940
N 0.04912 -0.47714 0.04262
O -0.78019 1.65006 0.20211
H -1.84266 -0.18216 0.25493
H 1.73141 1.37675 -1.40498
H 0.01141 -1.42384 -0.38029
```

Its spin multiplicity is 1. The calculation puts the energy above the lowest of the compared OMol25 structures with the same formula, charge and spin at 466.42 kJ/mol.

=====

(16)
The following is a quantum chemistry calculation of a single C2H3N3O molecule, from OMol25.

Geometry as XYZ:
```
9
C2H3N3O | OMol25 | the ωB97M-V functional and the def2-TZVPD basis
O 2.14629 -0.43401 -0.32080
C 0.84990 -0.11285 -0.17405
N -0.03022 -1.11168 -0.42646
C -1.17513 -0.55837 -0.11722
N -1.01034 0.71655 0.24926
N 0.32908 1.03735 0.22776
H 2.75413 0.23530 0.01130
H -2.12504 -1.07190 -0.09265
H -1.73868 1.29960 0.64287
```

Its spin multiplicity is 1. As for the SMILES: Oc1nc[nH]n1. The calculation puts the energy above the lowest of the compared OMol25 structures with the same formula, charge and spin at 43.40 kJ/mol.

=====

(17)
The following is a quantum chemistry calculation of a single C2H3N3O molecule at a distorted geometry, from OMol25.

Geometry as XYZ:
```
9
C2H3N3O | OMol25 | the ωB97M-V functional and the def2-TZVPD basis
N -0.35286 0.88776 -0.83765
C 0.14496 -0.11355 -0.11024
N 0.03727 -0.67164 1.02865
C 1.12282 -1.36433 1.34632
O 2.04334 -1.42932 0.46302
N 1.74972 -0.79175 -0.68518
H -1.24036 1.40838 -0.74371
H 0.35027 1.33594 -1.52243
H 1.28661 -1.73673 2.42337
```

Its spin multiplicity is 1. As for the SMILES: Nc1ncon1. The calculation puts the energy above the lowest of the compared OMol25 structures with the same formula, charge and spin at 426.70 kJ/mol.

=====

(18)
The following is a quantum chemistry calculation of a single C2H3N3O molecule at a distorted geometry, from OMol25.

Geometry as XYZ:
```
9
C2H3N3O | OMol25 | the ωB97M-V functional and the def2-TZVPD basis
O -2.00138 0.04404 -0.09419
C -0.67386 0.08785 0.01134
C 0.22015 1.11677 -0.06499
N 1.48805 0.58605 -0.05715
N 1.22032 -0.69571 -0.11805
N -0.03970 -1.07410 -0.07910
H -2.22386 -0.87385 0.13513
H -0.03942 2.14043 0.01272
H 2.04969 -1.33149 0.25428
```

Its spin multiplicity is 1. As for the SMILES: Oc1cn[nH]n1. The calculation puts the energy above the lowest of the compared OMol25 structures with the same formula, charge and spin at 155.72 kJ/mol.

=====

(19)
The following is a quantum chemistry calculation of a single C2H3N3O molecule at a distorted geometry, from OMol25.

Geometry as XYZ:
```
9
C2H3N3O | OMol25 | the ωB97M-V functional and the def2-TZVPD basis
O -1.07061 -0.19971 -2.08027
C -0.43778 -0.19670 -1.02906
N 0.83827 -0.82146 -0.87509
C 1.14529 -0.30343 0.32226
N 0.31254 0.76319 0.95040
N -0.90409 0.19457 0.21949
H 2.02723 -0.44581 0.78289
H -0.07692 0.12614 1.84705
H -1.83394 0.88321 -0.13768
```

Its spin multiplicity is 1. As for the SMILES: O=c1nc[nH][nH]1. The calculation puts the energy above the lowest of the compared OMol25 structures with the same formula, charge and spin at 323.78 kJ/mol.

=====

(20)
The following is a quantum chemistry calculation of a 2-piece molecular cluster, C2H3N3O overall at a distorted geometry, from OMol25.

Geometry as XYZ:
```
9
C2H3N3O | OMol25 | the ωB97M-V functional and the def2-TZVPD basis
C 2.19579 1.78784 -0.09567
C 0.16232 0.18336 0.16194
N 3.32149 1.76115 0.03535
N -0.41912 1.68499 -1.56828
N 0.29880 1.12469 -0.83658
O -0.43226 2.55140 -2.36818
H -0.80628 -0.31649 0.38918
H 0.76170 -0.67483 -0.01647
H 0.56798 0.57440 1.11570
```

Its spin multiplicity is 1. The calculation puts the energy above the lowest of the compared OMol25 structures with the same formula, charge and spin at 673.53 kJ/mol.

=====

Values for calculated total energy, Eh, ordered as above
-262.29195, -337.40502, -337.57331, -337.42176, -736.07292, -603.98054, -604.00686, -660.90065, -585.31159, -983.56851, -983.57541, -242.23215, -242.24772, -242.25157, -317.35467, -317.51579, -317.36980, -317.47301, -317.40900, -317.27578